Density functional theory data (ωB97M-V/def2-TZVPD) for C25H11F15GeI2InN2O6S3 as an isolated structure at a distorted geometry.

Computed properties:
2S+1: 2
Highest occupied orbital energy (alpha / beta) in hartree: -0.091 / -0.129
Energy above the lowest of the compared OMol25 structures with the same formula, charge and spin in kJ/mol: 0.00
Charge: -2
Expectation value of S²: 0.753
M in g mol⁻¹: 1257.778

Structure (XYZ):
```
66
Properties=species:S:1:pos:R:3:forces:R:3
I 1.700846 5.581150 0.519845 0.0889 -0.0192 -0.0646
I -0.511301 5.301632 3.333546 0.2064 0.4167 -0.6673
In -1.505882 2.620321 0.029159 0.1769 1.4828 0.5144
Ge 0.925559 -1.386246 -0.370997 0.0213 -0.5677 -0.2815
S 1.431188 0.907533 4.952905 -0.1082 -0.2598 0.3443
S -3.052084 1.520649 2.840466 1.6262 1.0866 -0.4150
S 1.807336 2.167674 2.165262 -0.0339 -0.0156 -0.4194
F -3.674744 -4.083422 0.253356 -0.4000 0.4171 0.0021
F -2.756096 -6.409330 -0.667046 0.2702 0.7791 -0.2859
F 2.731391 -3.782260 4.170079 0.2530 0.9844 -0.7840
F 3.664623 -0.240437 0.161771 0.2962 0.7668 -0.6333
F 3.624444 -2.228155 -5.891350 -0.1401 0.0480 0.3548
F 1.506125 -4.590668 -1.223860 0.3759 -0.3302 -0.1576
F -0.186455 -6.706088 -1.379307 -0.1499 0.4183 0.0470
F 4.855548 -2.004959 4.309998 -0.2758 -0.1188 -0.2116
F 5.169048 -2.728532 -3.775967 0.1042 0.0261 0.3669
F -0.066209 -1.588921 -3.108111 -0.1966 0.2179 -0.0875
F 4.193261 -2.514279 -1.283699 0.0865 -0.1693 0.4729
F 1.016233 -1.610515 -5.574580 0.0871 -0.1821 0.3349
F 5.262568 -0.221300 2.256316 0.2014 -0.2123 0.3364
F -1.969601 -1.974226 0.584496 -0.1174 0.2530 0.0933
F 0.971762 -3.575076 2.136231 0.5493 0.2124 -0.0154
O -4.413230 1.199228 3.096427 -1.3570 -0.7057 0.2218
O -2.142292 2.277995 -3.915368 -0.3288 0.3182 -0.9957
O -2.088190 0.448768 2.665954 -0.3339 0.0118 0.0630
O -1.870071 4.788259 0.049255 -0.1960 0.3038 -0.3662
O -2.963813 2.498135 1.688279 0.1207 -0.2697 0.3406
O -2.029148 6.609987 -1.204545 -0.4146 0.0720 -0.3323
N -2.753202 3.088090 -1.834113 1.1457 -0.4095 0.8423
N -2.280527 0.718656 -0.702339 -1.0501 -0.2146 0.9592
C -2.141853 0.769041 -2.141321 -0.6944 -1.5197 -0.8675
C -1.511307 -3.076154 -0.025838 -0.1551 -0.4446 -0.2568
C 4.024110 -1.992642 3.245445 0.3154 -0.4073 0.7928
C -2.417916 2.150655 -2.729956 0.8164 0.2266 0.5795
C -0.631428 -5.479572 -1.014306 0.4859 -0.2814 -0.5592
C 0.222654 -4.401281 -0.914201 -0.2744 0.7253 0.7047
C -0.181972 -3.175915 -0.387846 0.0614 0.1737 -0.4317
C -2.173352 5.401565 -1.064945 1.0342 -0.8307 0.8279
C 4.265074 -1.118909 2.220672 -0.1199 0.7225 -0.9304
C 0.102723 6.450693 1.591191 -0.3370 -0.8964 0.2637
C -2.525016 2.460284 4.283945 -0.9676 -0.0554 -0.1536
C 2.075473 -2.788924 2.083617 0.3223 0.2263 0.0884
C 2.310514 -1.931513 1.009812 -0.2896 -0.2395 0.6765
C 1.259981 -1.791438 -3.221478 -0.2790 -0.2927 0.9082
C -2.586572 4.481412 -2.205629 -1.7968 -0.0793 -2.1833
C 3.888353 -2.390306 -3.553165 -0.1091 -0.0435 0.0183
C 1.767445 -1.856654 -4.478447 -0.0360 0.2919 -1.3541
C 3.103824 -2.143257 -4.646639 0.1414 -0.1545 -0.7092
C 2.943981 -2.854635 3.173002 -0.5653 -0.8847 0.4321
C 2.003879 -1.977038 -2.063758 -0.1626 0.3543 -0.0222
C 3.326850 -2.294795 -2.279917 0.3034 0.1736 -0.4412
C 3.421858 -1.111501 1.124090 -0.5787 -0.9497 0.7206
C 1.614377 1.512562 3.538512 0.1006 0.1181 0.0408
C -2.430977 -4.098589 -0.219343 0.6899 -0.6228 0.1809
C -1.958234 -5.299809 -0.719574 -0.7277 -0.9995 0.6672
H -2.803195 0.006723 -2.619924 0.2714 0.6112 0.1352
H -1.465332 2.591601 4.241009 0.6527 0.1424 -0.0465
H -3.585848 4.789619 -2.631707 0.7655 0.3371 0.6449
H -3.223599 1.008916 -0.414897 0.1194 -0.4902 -0.2879
H -0.741074 6.477730 0.899396 0.0473 0.0847 0.2506
H -1.954015 4.595518 -3.129346 0.0149 -0.0533 1.0534
H -3.061307 3.425880 4.274396 0.2884 -0.4848 0.0219
H -2.065070 -0.145847 -0.203348 0.2204 0.2085 -0.4486
H -2.793455 1.875654 5.172468 0.0310 0.1196 -0.2769
H -1.133895 0.470662 -2.454385 -0.1265 0.2688 0.3099
H 0.457229 7.376600 1.980352 0.0304 0.6046 0.0752
```
Positions in Å, forces in eV/Å.

In the Mulliken picture, each atom carries the following charge in e:
1. I 0.030
2. I 0.068
3. In 1.005
4. Ge 1.001
5. S -0.329
6. S 1.082
7. S -0.176
8. F -0.325
9. F -0.325
10. F -0.343
11. F -0.427
12. F -0.340
13. F -0.317
14. F -0.334
15. F -0.347
16. F -0.326
17. F -0.318
18. F -0.322
19. F -0.318
20. F -0.344
21. F -0.300
22. F -0.270
23. O -0.658
24. O -0.764
25. O -0.525
26. O -0.525
27. O -0.660
28. O -0.757
29. N -0.416
30. N -0.117
31. C -0.274
32. C 0.419
33. C 0.669
34. C 0.385
35. C 0.221
36. C 0.854
37. C -1.029
38. C 0.640
39. C 0.166
40. C -0.582
41. C -0.684
42. C 0.695
43. C -0.540
44. C 0.593
45. C -0.621
46. C -0.050
47. C -0.126
48. C 0.875
49. C -0.010
50. C -1.552
51. C 1.126
52. C 0.033
53. C 0.458
54. C -0.041
55. C 0.674
56. H 0.390
57. H -0.075
58. H 0.253
59. H 0.404
60. H 0.081
61. H 0.297
62. H 0.295
63. H -0.128
64. H 0.326
65. H 0.132
66. H 0.424